No. 1
A structure of composition C34H53EuN2O2P2 at a distorted geometry, computed with wB97M-V/def2-TZVPD.

The geometry in ORCA input format:
```
! RIJCOSX wB97M-V def2-TZVPD def2/J DEFGRID3
* xyz 1 8
C -2.0237 -1.5724 -0.6992
C 0.2547 -1.4594 -1.4497
C -2.3149 -2.6262 -1.5552
C -0.1122 -2.3683 -2.5031
C -1.3457 -3.0171 -2.5140
H -3.2824 -3.1226 -1.5205
H 0.6406 -2.6388 -3.2709
H -1.5549 -3.8506 -3.2607
N -0.7878 -1.0494 -0.6246
P -2.8923 0.6346 0.7969
P 2.5069 -0.6640 0.0350
C -3.1552 -1.0615 0.1669
H -4.1161 -1.1031 -0.3854
H -3.2961 -1.7488 1.0264
C 0.6379 2.9692 3.0167
O 0.8152 3.8398 3.6856
C 1.6288 -1.1634 -1.4135
H 2.1207 -0.9508 -2.4070
C 3.9578 0.5592 -0.3880
C 3.1031 -2.4505 0.2035
C -3.6226 1.7082 -0.5855
C -3.7997 0.6493 2.4618
C 3.6195 1.9415 0.1974
H 3.3365 1.8766 1.2542
H 4.5062 2.5812 0.1243
H 2.8193 2.4422 -0.3414
C 5.2507 0.0762 0.2966
H 5.1101 -0.0459 1.3775
H 5.6299 -0.8621 -0.1264
H 6.0286 0.8408 0.1508
C 4.1863 0.6891 -1.9008
H 5.0197 1.3922 -2.0468
H 4.4982 -0.2529 -2.3608
H 3.2946 1.0742 -2.4068
C 3.7763 -2.5634 1.5636
H 3.1439 -2.1257 2.3482
H 3.9057 -3.6270 1.7767
H 4.7518 -2.0758 1.5941
C 1.8676 -3.3612 0.1958
H 1.1185 -3.0369 0.9279
H 1.3909 -3.4200 -0.7861
H 2.2047 -4.3676 0.4527
C 4.0292 -2.7870 -0.9843
H 3.9191 -2.1624 -1.8835
H 5.0837 -2.7562 -0.6860
H 3.8087 -3.8133 -1.3066
C -3.6594 2.0485 3.0936
H -4.0865 2.0175 4.1070
H -2.6082 2.3630 3.1829
H -4.2023 2.8150 2.5257
C -3.1352 -0.3967 3.3805
H -3.3064 -1.4256 3.0361
H -2.0498 -0.2531 3.4929
H -3.5806 -0.3079 4.3837
C -5.2805 0.2885 2.2894
H -5.7133 0.1364 3.2923
H -5.8561 1.0912 1.8119
H -5.4278 -0.6446 1.7235
C -2.8953 1.3763 -1.8860
H -3.2891 2.0293 -2.6996
H -1.8054 1.5684 -1.8209
H -3.0308 0.3270 -2.2135
C -3.3736 3.1872 -0.2533
H -2.2974 3.4091 -0.1473
H -3.7648 3.8033 -1.0827
H -3.8822 3.5134 0.6677
C -5.1224 1.4560 -0.7655
H -5.3708 0.3912 -0.9072
H -5.7235 1.8531 0.0679
H -5.4529 1.9897 -1.6768
Eu 0.0103 0.6703 1.3088
N 0.5065 1.9646 -0.7121
C 0.8122 1.6453 -1.8950
C 0.9120 1.7116 -3.2343
C 0.7550 3.0552 -3.5469
C 1.0884 0.7767 -4.2713
C 0.8542 3.5599 -4.8278
H 0.5705 3.7131 -2.7038
C 1.1839 1.2723 -5.6222
H 1.1190 -0.3147 -4.1142
C 1.0842 2.6464 -5.8758
H 0.7528 4.6440 -4.9783
H 1.3343 0.5673 -6.4815
H 1.1740 3.0278 -6.8899
C 1.4561 -0.6811 4.7464
C 0.5812 -1.4813 3.8490
C 0.0359 -2.7635 4.3357
O 0.2863 -1.0781 2.6909
H 2.2890 -1.3272 5.0922
H 0.8799 -0.3753 5.6394
H 1.8805 0.2197 4.2619
H -1.0273 -2.6615 4.5637
H 0.1525 -3.5402 3.5759
H 0.5609 -3.0576 5.2411
*
```

Results
Gap between HOMO and LUMO (spin up / spin down) (eV): 5.32 / 5.35
LUMO level (spin up / spin down) (eV): -2.72 / -2.70



No. 2
A cluster of 2 separate species, C10H19N2P in total at a distorted geometry, computed with wB97M-V/def2-TZVPD.

The geometry in ORCA input format:
```
! RIJCOSX wB97M-V def2-TZVPD def2/J DEFGRID3
* xyz 0 1
C -0.4372 1.0489 2.6971
C 0.6856 1.2180 3.5914
C 0.0626 0.2424 1.7396
C 0.6585 2.0085 4.8587
C 0.5115 -2.1819 -3.4539
C 0.9434 0.3488 -3.3103
C -2.2398 -0.9657 -0.3385
C 0.0775 -1.0682 -1.1079
C 0.1171 -0.8758 -2.7036
C -0.9836 -0.2589 -0.5346
N 1.6867 0.4043 3.3346
N 1.3452 -0.0761 2.0695
P -1.0566 1.5568 -0.8592
H -1.2625 1.7361 2.6410
H 0.1316 1.4935 5.6230
H 1.6324 2.1628 5.2289
H 0.0751 2.9881 4.9356
H 0.3498 -2.1024 -4.6339
H 1.7019 -2.2870 -3.3624
H -0.0279 -3.0677 -3.0003
H 2.0091 0.3243 -2.7929
H 0.5561 1.3592 -3.0947
H 1.1655 0.2078 -4.4074
H -2.0847 -2.0609 -0.0904
H -2.8038 -0.7272 0.6736
H -3.0822 -0.7280 -0.9823
H 1.0720 -0.8380 -0.6698
H -0.1047 -2.1026 -0.9407
H -0.9700 -0.5079 -3.0204
H 1.8798 -0.8550 1.7385
H 0.0917 1.6359 -0.1420
H -1.7000 1.9680 0.3138
*
```

Results
Gap between HOMO and LUMO (spin up / spin down) (eV): 7.97 / 7.31
LUMO level (spin up / spin down) (eV): -0.32 / -0.53



No. 3
An isolated molecule of C3H9NO2Si at a distorted geometry, computed with wB97M-V/def2-TZVPD.

The geometry in ORCA input format:
```
! RIJCOSX wB97M-V def2-TZVPD def2/J DEFGRID3
* xyz 0 3
C 1.5784 -0.4083 0.2831
C 1.0220 1.1310 0.2150
C 0.8515 -1.2546 -0.6833
N -0.3833 1.2273 0.4315
O -2.5701 0.3672 -1.2089
O -2.1656 -0.8368 1.2561
Si -1.5048 -0.1140 -0.1021
H 2.5803 -0.2450 -0.2205
H 1.5342 -0.6775 1.3440
H 1.6219 1.6972 0.9433
H 1.3970 1.5373 -0.7761
H 1.1460 -1.1134 -1.6726
H 0.5070 -2.2851 -0.4397
H -0.3572 1.1621 1.4837
H -2.2028 0.9585 -1.8651
H -3.0544 -1.1460 1.0114
*
```

Results
Gap between HOMO and LUMO (spin up / spin down) (eV): 6.03 / 8.13
LUMO level (spin up / spin down) (eV): 0.96 / -1.32



No. 4
The ion C4H8NO2 with charge -1 at a distorted geometry, computed with wB97M-V/def2-TZVPD.

The geometry in ORCA input format:
```
! RIJCOSX wB97M-V def2-TZVPD def2/J DEFGRID3
* xyz -1 1
C 0.4892 -1.5987 0.7690
C -0.1422 -0.4765 1.5003
O 0.0182 -0.2953 2.7587
N -0.8603 0.3620 0.7238
C -0.7992 0.5112 -0.7588
C 0.3536 1.3440 -1.2650
O 0.8142 0.8566 -2.4803
H -0.2196 -2.2458 0.3202
H 1.2031 -1.2205 -0.0747
H 1.2180 -2.3410 1.2523
H -1.2114 1.2105 1.3287
H -1.7801 0.8076 -1.1628
H -0.6219 -0.5500 -1.1559
H 1.2086 1.0932 -0.5579
H 0.3299 2.5426 -1.1977
*
```

Results
SMILES string: CC(=O)NCC[O-]
Gap between HOMO and LUMO (eV): 6.40
LUMO level (eV): 3.94



So what do the calculations give for energy relative to the best compared isomer or geometry (same formula, charge and spin)? Going down the list: 143.2; 494.6; 0.0; 271.5 kJ/mol.
So what do the calculations give for E? Going down the list: -2980.11095; -843.06248; -614.36180; -362.42082 a.u..